Formula: C34H46GeN4O6PS2Ti
Source: OMol25
Level of theory: ωB97M-V/def2-TZVPD

Structure (XYZ):
```
95
Properties=species:S:1:pos:R:3:forces:R:3:mulliken_charge:R:1
Ti 0.11735 -0.35972 0.23597 -0.8 -1.1 1.0 0.69
C -2.14095 -3.67677 2.74621 0.0 0.0 0.1 -1.05
N -2.63098 -3.25300 1.43840 0.1 -0.1 -0.2 0.16
C -3.52763 -4.16601 0.73061 0.0 -0.1 0.0 -0.96
C -2.12939 -2.18893 0.85126 -0.4 0.3 -0.2 0.73
O -1.34920 -1.39816 1.41648 0.6 0.3 0.1 -0.47
C -2.57473 -1.83505 -0.56389 0.0 -0.1 -0.2 -1.00
O -1.71586 -0.81152 -1.09580 -0.1 0.2 0.3 -0.16
C -2.33136 0.38371 -1.56115 0.1 0.0 -0.2 -1.87
C -2.09321 1.49346 -0.55224 -0.1 0.0 -0.1 1.06
O -1.18811 1.33355 0.30331 0.1 -0.2 -0.1 0.10
N -2.83531 2.57880 -0.59712 0.1 0.0 0.0 0.24
C -3.77980 2.87143 -1.67266 -0.1 0.0 -0.1 -1.18
C -2.68843 3.61033 0.42816 0.1 0.1 0.0 -1.16
H -2.98564 -3.86501 3.40622 0.0 0.0 0.0 0.37
H -1.55878 -4.59204 2.63677 0.0 0.0 0.0 0.37
H -1.51307 -2.89951 3.16864 0.0 0.0 0.0 0.30
H -3.98500 -4.82981 1.45888 0.0 0.0 0.0 0.34
H -4.32690 -3.62562 0.22701 0.0 0.0 0.0 0.36
H -2.98211 -4.77188 0.00568 0.0 0.0 0.0 0.33
H -2.50598 -2.70402 -1.21914 0.0 0.0 0.0 0.45
H -3.60868 -1.48144 -0.54590 0.0 0.0 0.0 0.65
H -1.82473 0.65393 -2.49237 -0.1 0.0 0.0 0.43
H -3.38929 0.22808 -1.77140 0.0 0.0 0.0 0.76
H -3.58790 2.26467 -2.55215 0.0 0.0 0.0 0.45
H -4.80712 2.72066 -1.33898 0.0 0.0 0.0 0.31
H -3.65384 3.91316 -1.96281 0.0 0.0 0.0 0.45
H -2.47188 3.14789 1.38823 0.0 0.0 0.0 0.39
H -1.88887 4.30394 0.16178 0.0 0.0 0.0 0.25
H -3.62627 4.15570 0.49912 0.0 0.0 0.0 0.53
N 0.55604 0.54283 3.57878 -0.1 -0.1 -0.2 0.06
C 0.35785 0.34258 2.45979 0.2 0.2 -0.1 -0.29
H 0.75510 0.72133 4.54293 0.0 0.0 0.0 0.24
C 3.35458 -3.46431 -2.68011 0.0 0.0 0.1 -1.23
C 4.11956 -3.36724 -1.38028 0.1 0.0 -0.1 0.50
C 4.85776 -2.05725 -1.21777 -0.1 0.0 0.0 -0.88
O 3.24478 -3.63019 -0.22261 -0.2 0.1 0.0 -0.31
P 1.98483 -2.90972 0.36064 0.3 0.3 0.1 1.38
S 0.42769 -2.67906 -0.85829 0.3 0.0 -0.1 -0.74
S 2.38091 -1.02431 1.02180 0.1 -0.3 0.0 -0.66
O 1.56418 -3.85215 1.53720 -0.1 0.0 -0.1 -0.30
C 2.41941 -4.58038 2.49660 0.0 0.0 0.1 0.59
C 2.92763 -5.86498 1.87809 0.0 0.0 0.0 -1.35
C 3.51337 -3.69653 3.05415 0.0 0.0 0.0 -1.33
H 4.06532 -3.43554 -3.50567 0.0 0.0 0.0 0.48
H 2.66859 -2.62792 -2.79516 0.0 0.0 0.0 0.09
H 2.79765 -4.39809 -2.74122 0.0 0.0 0.0 0.37
H 4.81866 -4.20018 -1.30589 0.0 0.0 0.0 0.22
H 4.19518 -1.20961 -1.38657 0.0 0.0 0.0 -0.15
H 5.65881 -2.01239 -1.95499 0.0 0.0 0.0 0.56
H 5.29889 -1.97394 -0.22472 0.0 0.0 0.0 0.33
H 1.70263 -4.81581 3.28439 0.0 0.0 0.0 0.37
H 3.74729 -5.67696 1.18811 0.0 0.0 0.0 0.20
H 2.12751 -6.38011 1.34905 0.0 0.0 0.0 0.33
H 3.28624 -6.51850 2.67352 0.0 0.0 0.0 0.51
H 4.23736 -3.43508 2.28081 0.0 0.0 0.0 0.26
H 4.03968 -4.24501 3.83493 0.0 0.0 0.0 0.50
H 3.10353 -2.78504 3.48638 0.0 0.0 0.0 0.27
C 1.88100 4.11284 3.79059 0.1 0.0 0.0 -0.76
C 3.07348 3.83242 3.13891 0.0 0.0 0.0 -0.76
C 3.05479 3.29425 1.85990 -0.1 0.0 0.0 -1.00
C 1.83417 3.02388 1.23165 0.2 -0.2 -0.1 1.37
C 0.64205 3.31603 1.89107 0.1 0.2 0.0 0.04
C 0.66811 3.86097 3.16520 -0.1 0.0 -0.1 -0.67
Ge 1.91047 2.58263 -0.64463 -0.2 -0.6 -0.8 0.42
C 3.66243 2.25401 -1.36962 -0.1 0.2 0.2 0.24
C 4.64769 1.57582 -0.64885 0.0 0.0 -0.1 0.29
C 5.91094 1.41355 -1.19596 0.0 -0.1 0.1 -1.10
C 6.19479 1.92192 -2.45613 0.0 0.0 0.0 -0.64
C 5.21893 2.59163 -3.17814 0.0 0.0 0.0 -0.82
C 3.95261 2.75968 -2.63721 0.1 0.0 0.0 -0.22
C 0.73479 3.69165 -1.70130 0.1 0.1 0.2 0.55
C 0.24681 3.32403 -2.95509 -0.1 0.1 0.0 -0.06
C -0.52561 4.21432 -3.68902 0.0 -0.1 0.0 -0.86
C -0.80946 5.47600 -3.18174 0.0 0.0 0.0 -0.67
C -0.31750 5.85489 -1.94170 0.0 0.0 0.0 -0.58
C 0.45114 4.96520 -1.20126 -0.1 0.0 -0.1 -0.58
H 1.89757 4.54467 4.78237 0.0 0.0 0.0 0.43
H 4.01938 4.04666 3.61701 0.0 0.0 0.0 0.47
H 3.99021 3.10999 1.34869 0.0 0.0 0.0 0.43
H -0.29813 3.11387 1.40389 0.0 0.0 0.0 0.03
H -0.25972 4.09671 3.67119 0.0 0.0 0.0 0.46
H 4.42774 1.16144 0.32748 0.0 0.0 0.0 0.45
H 6.67617 0.89036 -0.63810 0.0 0.0 0.0 0.47
H 7.18377 1.79594 -2.87533 0.0 0.0 0.0 0.43
H 5.44317 2.98652 -4.15930 0.0 0.0 0.0 0.46
H 3.19444 3.29267 -3.19932 0.0 0.0 0.0 0.37
H 0.47383 2.35070 -3.37509 0.0 0.0 0.0 0.34
H -0.88811 3.92948 -4.66808 0.0 0.0 0.0 0.47
H -1.40034 6.16940 -3.76499 0.0 0.0 0.0 0.44
H -0.52159 6.84423 -1.55481 0.0 0.0 0.0 0.47
H 0.83487 5.26955 -0.23528 0.0 0.0 0.0 0.48
O 2.36979 -0.07454 -3.17468 0.0 0.0 -0.2 -0.53
C 1.70030 0.26911 -2.29674 0.0 -0.3 0.1 0.62
N 0.99700 0.64771 -1.37803 0.4 1.3 0.6 -0.37
```
Positions in Å, forces in eV/Å.

Computed properties:
E_HOMO (spin up / spin down): -13.16 / -13.58 eV
energy above the lowest of the compared OMol25 structures with the same formula, charge and spin: 0.0 kJ/mol
expectation value of S²: 0.754
gap between HOMO and LUMO (spin up / spin down): 8.1 / 8.7 eV
E: -6057.52803 Eh
2S+1: 2
net charge: +2